Entry 1:
Entry from OMol25: a molecular structure, C31H30Br2N2PtSSbSi (wB97M-V/def2-TZVPD).

Calculated values
Energy relative to the best compared isomer or geometry (same formula, charge and spin) in eV: 0.000
Lowest unoccupied orbital energy in eV: -2.95
Molecular weight in g mol⁻¹: 967.39
Strongest force on any atom in eV/A: 0.110
Orbital gap in eV: 7.8855
Energy in Eh: -7503.9499
Charge: +1

```
69
Properties=species:S:1:pos:R:3:forces:R:3
H 0.35390 -4.23347 -3.12248 0.009 -0.008 0.000
S -0.04290 -2.01929 1.49988 -0.026 0.006 0.036
C 0.76417 -3.49736 -2.42516 -0.011 -0.014 -0.012
H 3.56773 1.21857 -4.01696 0.008 -0.050 0.013
H -5.37865 2.64205 1.89590 -0.001 -0.001 0.000
H -3.10690 -0.73800 4.17379 -0.002 0.002 -0.001
C -2.49189 -0.11359 6.12749 0.004 0.002 -0.002
C -3.56327 1.50422 1.92745 -0.018 -0.010 -0.016
H -1.48678 -4.09382 -0.18183 0.008 0.002 0.001
Pt 0.48524 -0.87596 -0.42933 0.013 -0.062 0.038
Br 5.78507 -3.36669 -4.00979 0.006 -0.012 -0.009
C 1.69632 2.25668 -3.90971 -0.021 -0.010 0.019
H 3.84198 -1.16292 -4.21875 -0.023 0.055 0.008
N 1.01855 0.38109 -1.99985 0.022 -0.024 -0.048
H -0.79601 1.33728 -1.84756 0.000 0.007 -0.003
C -2.76642 0.59591 1.23481 -0.043 0.042 0.007
C -1.50967 0.51691 6.87962 0.004 -0.001 -0.002
C 4.00373 -2.05651 -0.53263 0.004 0.002 -0.003
Sb -0.93296 0.03959 2.07536 -0.005 0.000 0.091
C 2.58785 1.25657 -3.56388 -0.007 0.040 0.023
H -6.08366 1.78859 -0.31174 0.001 -0.002 -0.001
H -2.17354 -0.78845 -2.90870 0.008 0.010 -0.009
H 0.62925 4.49438 -0.07565 -0.001 0.002 -0.001
H 0.68073 1.29240 4.41936 0.003 -0.003 -0.002
Si -0.60949 -2.39750 -1.77643 0.066 0.031 -0.082
C -2.33702 -0.24384 4.75555 0.006 -0.025 0.007
C -0.37043 1.01914 6.26698 -0.001 0.001 0.008
C 0.47299 1.46792 1.43369 -0.010 0.042 -0.031
Br 2.17406 3.53245 -5.19515 -0.001 0.023 -0.017
H -2.36062 -4.09358 -1.71902 -0.009 0.004 0.014
C 0.04089 2.68481 0.90507 -0.022 -0.005 0.029
C -4.75620 1.93566 1.36310 0.006 -0.008 -0.006
C 0.45696 2.31107 -3.29408 -0.002 0.004 -0.009
C 3.91719 -1.40810 -3.16877 0.050 -0.070 -0.014
H -3.37770 -0.50508 6.60943 -0.001 -0.001 -0.003
C -5.14976 1.45600 0.12165 -0.006 0.009 0.013
C -4.35371 0.54786 -0.56373 0.014 -0.018 -0.025
H 3.02168 3.87851 -0.16530 0.001 0.001 0.000
H 2.15784 0.16994 1.78739 0.024 0.010 0.021
C -0.20779 0.89253 4.89477 -0.016 0.029 -0.015
H -1.00963 2.95330 0.92677 0.001 -0.002 0.002
C -3.15649 0.11746 -0.01067 -0.001 0.029 0.008
C 2.22237 0.32981 -2.59874 -0.025 0.050 -0.075
C 0.96015 3.54855 0.33354 0.028 -0.008 0.002
H 3.78499 1.72649 0.77805 -0.004 -0.009 -0.003
H -1.63316 0.61681 7.94974 -0.001 0.000 0.000
C 4.80174 -2.77466 -1.41073 -0.008 0.006 -0.011
C 2.73770 1.99610 0.81559 0.023 -0.006 -0.003
H -4.66829 0.16965 -1.52802 0.000 0.003 0.000
C -1.91304 -3.45248 -0.95303 0.000 -0.026 -0.022
H 1.25058 -4.03882 -1.61153 -0.002 -0.008 0.000
H 5.43654 -3.57394 -1.05721 0.001 -0.002 -0.001
H -2.52367 -0.58446 -0.53921 -0.006 0.004 0.001
C -1.19424 0.26305 4.14310 0.009 -0.008 0.028
C 3.15877 -0.75686 -2.20637 0.055 -0.005 -0.010
C 0.16246 1.35247 -2.34827 0.035 -0.027 0.002
H -0.67868 -0.96952 -3.83834 0.012 0.006 0.006
N 3.20427 -1.06582 -0.91157 -0.065 0.030 0.044
H -0.26637 3.07378 -3.54147 0.002 0.002 -0.003
H 0.39180 1.51015 6.85701 0.001 0.000 -0.003
C -1.40726 -1.50092 -3.22393 -0.024 -0.031 0.007
H -2.71316 -2.87030 -0.49387 0.005 0.001 -0.001
H -1.89623 -2.24136 -3.86402 -0.008 0.005 0.009
C 4.75041 -2.43475 -2.75094 -0.014 0.027 0.027
H 1.53007 -2.92538 -2.95488 -0.045 -0.021 0.009
C 1.82175 1.12183 1.39176 -0.002 -0.014 -0.024
H -3.26642 1.87423 2.90209 0.001 -0.005 0.004
H 4.00478 -2.29125 0.52605 0.017 -0.006 -0.013
C 2.30750 3.20085 0.28432 -0.016 0.012 0.002
```
Forces are in eV/Å.

***

Entry 2:
Entry from OMol25: 5 unconnected molecules or ions with the total composition C31H30ClO24PS (wB97M-V/def2-TZVPD).

Calculated values
SMILES string: O=COCCO[P@@](=O)(O)OCCCCS(=O)(=O)Cl.O=C1C=C(O)C(=O)C=C1O.O=C1C=C(O)C(=O)C=C1O.O=C1C=C(O)C(=O)C=C1O.O=C1C=C(O)C(=O)C=C1O
Lowest unoccupied orbital energy in eV: -1.94
Molecular weight in g mol⁻¹: 885.05
Strongest force on any atom in eV/A: 6.618
Orbital gap in eV: 7.4354
Energy in Eh: -4204.7383

```
88
Properties=species:S:1:pos:R:3:forces:R:3
H -0.55257 -5.32392 7.12414 0.000 -0.026 -0.017
O 7.85164 4.26956 -2.92891 -0.309 -0.128 0.097
O 5.26734 0.41600 -0.32066 -0.787 -0.292 1.559
O 5.55704 8.07457 -4.46845 -0.500 -0.926 0.566
O -0.60287 -7.39826 3.17956 -0.102 0.309 0.277
C -1.69070 0.64596 -0.37429 -0.499 -0.952 0.998
O -1.46854 3.66373 -5.98759 -1.154 0.586 0.171
H -1.16901 -5.36305 3.62078 0.058 0.027 0.059
C 5.45173 0.01484 1.02316 1.470 -3.064 0.389
O 0.35315 -7.42891 8.38553 0.080 -0.314 -0.240
O -2.86461 -2.74229 1.40821 0.029 -0.241 -0.015
C 2.88507 1.05749 0.22312 1.152 -1.385 0.872
H 4.95797 0.54802 1.91300 0.410 -0.072 -1.700
C 0.17883 -8.61031 5.04163 -0.120 0.190 -0.284
O 2.22894 3.74797 -0.90452 -1.567 -3.189 -0.573
O -5.87012 5.48015 -3.11067 1.107 -0.559 -0.123
H -1.66162 3.95207 -6.90058 0.089 -0.039 0.068
H 4.61687 8.33661 -4.43302 0.101 0.002 -0.009
C 4.37665 4.97066 -2.71150 -0.227 0.295 -0.229
C -4.80857 5.06754 -3.85271 -1.147 0.578 0.137
H -2.46058 2.23600 0.97322 1.565 -0.466 -0.595
O 0.96720 -1.43227 -1.80020 -3.826 0.420 0.501
C 0.41626 -8.60108 6.35509 0.440 -1.228 0.022
S -0.34731 -1.80461 -1.17783 4.899 -3.826 2.272
C -3.59801 4.84178 -5.95209 -0.618 0.393 -0.249
C -0.35967 -7.42229 4.37264 0.208 -0.718 -0.320
O 3.30477 6.92965 -3.46478 0.373 0.185 -0.187
C -0.60838 -6.20632 5.19892 -0.390 1.240 0.014
C -1.43251 1.89022 0.58732 -0.781 0.472 0.139
O -2.00787 -5.31809 1.26187 -0.936 1.054 0.646
H -5.53580 5.81776 -5.69562 0.025 -0.007 0.023
C -0.86715 -0.63884 0.17840 -1.664 0.648 0.118
H 0.99637 -9.43363 7.92842 0.009 -0.087 -0.077
H -3.48468 -6.96796 2.67595 0.027 0.031 -0.021
H -1.44128 4.05861 -0.07292 0.890 -1.315 -0.604
H 0.01799 -0.35572 0.82985 -0.647 -0.525 -1.482
O -3.79408 4.17477 -1.93387 -0.298 0.157 -0.146
C -2.51649 4.10002 -5.24211 1.165 -0.602 -0.190
O 1.58750 1.15606 -0.42242 0.108 2.534 -1.615
C -2.57476 3.87459 -3.92764 -0.201 -0.017 0.406
O 1.89035 2.27602 -3.01420 -1.544 -1.203 3.476
H -2.79632 0.34931 -0.25532 1.674 0.475 -0.360
O -6.49330 -3.82015 4.19449 0.924 -0.816 -0.476
H -1.53804 0.83382 -1.48138 0.149 0.011 1.457
C 3.89202 0.27338 -0.75313 -1.569 -0.417 0.163
H -5.67353 5.19728 -2.19705 -0.069 0.068 -0.077
O 5.58450 3.08386 -2.00270 0.510 0.909 -0.547
C -3.51757 -3.56416 2.02711 -0.512 0.508 0.258
H -1.79584 3.33963 -3.39958 0.023 0.060 0.003
C 6.81386 4.89161 -3.07756 0.491 0.319 -0.232
O -5.58640 -6.38161 4.11991 -0.124 0.424 -0.012
C -3.10213 -4.99543 2.00298 0.889 -0.895 -0.698
C -5.38556 -4.13545 3.47593 -0.969 0.841 0.510
H 2.73020 0.36890 1.13417 -0.099 1.074 -1.358
H 7.70470 6.60434 -4.10086 -0.027 -0.004 0.015
O 0.91746 -9.69273 6.99010 -0.433 1.194 -0.020
O -3.50216 5.04526 -7.14895 0.272 -0.219 0.216
H 0.14712 3.45424 0.59209 -1.391 -0.233 -0.944
C 5.61536 6.85948 -3.86135 0.544 1.010 -0.607
C -0.74026 3.16176 -0.08394 0.714 0.473 2.022
C 4.33674 6.29185 -3.34514 -0.527 -0.510 0.338
C -4.95532 -5.56373 3.47529 0.386 -0.746 -0.107
C -4.70919 -3.20451 2.79897 0.372 0.132 -0.290
H 1.76840 1.31312 -3.17953 0.040 0.593 -0.264
C 0.14171 -7.39413 7.18638 -0.170 0.679 0.294
O -0.19603 2.94715 -1.40881 1.974 -1.691 0.088
H 3.73975 0.58155 -1.84900 0.787 -0.023 1.776
H 3.56917 -0.83232 -0.71260 0.651 1.539 -0.070
H -0.84370 1.61726 1.53818 -0.784 0.128 -1.603
H -1.69600 -4.47612 0.86760 0.207 -0.158 -0.182
P 1.44004 2.53501 -1.38284 0.711 3.278 -0.345
C -0.37430 -6.19836 6.51296 0.097 -0.178 0.292
Cl -1.92565 -1.97659 -2.50836 0.662 0.510 0.509
H -1.56829 -1.26016 0.84193 1.125 0.707 -1.287
C 6.77010 6.20292 -3.73291 0.188 -0.277 0.111
H 3.43990 4.55963 -2.35569 0.127 0.082 0.042
H -5.00909 -2.16513 2.79294 -0.001 -0.037 0.018
H 6.52513 2.82290 -2.03159 -0.123 -0.048 0.058
O -1.08453 -5.10389 4.56028 0.390 -1.177 0.003
C 5.53103 4.31285 -2.58636 -0.529 -0.842 0.497
H -6.79502 -4.66149 4.58880 -0.019 0.106 0.003
C -4.74967 5.29650 -5.16630 0.184 -0.037 -0.301
C -3.71395 4.34986 -3.13896 0.700 -0.396 0.136
O -0.17998 -3.17220 -0.53603 -1.533 3.431 -1.472
O 6.13474 -0.98202 1.28817 -1.828 3.229 -0.937
C -3.77642 -5.92616 2.68273 -0.336 -0.105 0.261
H 3.29217 2.03283 0.63807 -0.625 -0.939 -1.044
H 0.37144 -9.48002 4.42787 -0.011 0.028 0.023
```
Forces are in eV/Å.

***

Entry 3:
Entry from OMol25: a molecular structure, C31H30CoN7S (wB97M-V/def2-TZVPD).

Calculated values
Expectation value of S²: 6.118
Lowest unoccupied orbital energy (alpha / beta) in eV: -0.34 / -0.83
Molecular weight in g mol⁻¹: 591.63
Strongest force on any atom in eV/A: 1.674
Multiplicity: 5
Orbital gap (alpha / beta) in eV: 4.3654 / 7.1758
Energy in Eh: -3363.4890

```
70
Properties=species:S:1:pos:R:3:forces:R:3
H -4.77910 -0.83320 2.05160 0.073 -0.067 -0.151
C -1.39930 1.96770 -3.27910 0.040 -0.023 0.019
H -1.69630 2.70700 -4.01920 0.012 0.038 -0.041
C -0.11420 -0.15720 4.16020 0.130 -0.041 -0.488
N -1.62360 1.36260 0.00220 0.602 -0.837 0.192
C 0.84250 -1.11530 -3.70530 -0.018 -0.112 0.228
C 3.75330 -0.04200 1.53820 -0.485 -0.030 0.126
C -0.83040 -0.08240 5.33760 -0.249 -0.041 0.202
H -2.30530 1.55270 -2.83460 -0.009 0.046 0.122
H 1.45930 -1.95810 -5.55260 0.052 -0.124 -0.006
H 0.91330 -2.50350 -2.08520 0.041 -0.039 0.081
H -0.83800 2.45860 -2.48510 -0.076 0.031 0.058
H 5.72090 0.22100 0.74320 0.019 0.045 -0.001
H -6.00150 -1.29410 4.73820 -0.156 -0.005 0.022
H -6.10350 0.09960 2.72990 -0.094 0.001 -0.003
H 2.50180 0.86110 -1.99920 -0.003 0.032 -0.130
C -5.02010 0.05130 2.63700 0.203 0.000 0.197
N -3.96860 2.86410 -0.36410 -1.064 -0.123 -0.226
C 0.22260 -0.24720 -5.87190 -0.004 0.020 0.045
C -0.58880 0.88070 -3.90680 -0.081 0.292 0.219
H 2.41580 -1.62730 -2.35580 -0.005 -0.086 0.082
C -1.64270 2.68540 0.15800 -0.372 0.604 0.011
C 4.65890 0.25750 0.54310 0.089 -0.002 -0.025
C -2.15450 -0.09030 2.87180 0.112 -0.047 -0.112
C -2.11700 -2.62480 -0.31160 -0.341 -0.350 -0.110
H -1.00020 1.50970 -5.89110 -0.063 0.031 -0.004
C 1.88190 0.28630 -0.03460 0.286 -0.094 0.646
C 0.08380 -0.07440 -3.06540 0.048 -0.035 -1.281
H -2.76390 0.03820 6.18800 -0.078 -0.008 0.109
H -2.63950 -0.07130 1.91480 -0.133 0.027 -0.128
C -2.78670 3.43080 -0.02270 1.007 0.152 0.224
H -0.71010 3.15790 0.43520 0.114 0.069 -0.005
C -2.82820 0.77520 -0.32560 -0.484 0.139 -0.135
N -3.41880 -2.65200 -0.63650 0.637 -0.154 0.153
N 0.10040 -0.16740 1.84730 1.667 -0.054 0.146
C -0.49780 0.77660 -5.27440 -0.011 -0.016 -0.091
C -4.40790 -0.00810 4.03910 -0.300 -0.004 -0.017
C -2.88780 -0.03720 4.04150 0.043 -0.013 -0.172
N -3.90660 -1.39970 -0.72110 -0.474 0.405 -0.096
H -0.31830 -0.05780 6.28670 -0.001 -0.025 0.144
C -4.91440 -1.28750 4.71850 0.048 0.141 -0.046
C 2.38480 -0.00220 1.25810 0.840 0.117 -1.093
H -2.79770 4.50430 0.08940 0.201 0.082 0.082
H -4.90580 1.08530 -0.75150 -0.194 -0.096 -0.062
C 4.18860 0.60950 -0.71400 -0.126 0.021 -0.057
H 4.07910 -0.30640 2.53470 0.155 0.004 0.086
C -3.97300 1.56650 -0.49700 0.225 -0.055 -0.005
H 4.88640 0.88850 -1.48790 0.126 -0.007 -0.115
C -2.20760 -0.02470 5.26650 0.261 -0.014 0.094
C 2.82740 0.60500 -1.00100 -0.129 0.047 -0.001
H -4.69240 0.93770 2.09910 0.041 0.070 -0.129
H -4.55260 -1.36900 5.73940 0.032 -0.041 0.160
H 1.95040 -2.92940 -3.45970 0.026 -0.061 -0.039
H -1.51560 -3.50110 -0.16990 0.102 -0.183 -0.030
C -0.76070 -0.14800 2.91050 -0.381 -0.033 1.113
H -5.98020 1.25950 4.81360 -0.148 -0.002 0.010
H -4.54500 1.23730 5.83000 0.034 0.037 0.159
C 0.88520 -1.17490 -5.07860 0.108 -0.075 -0.071
C -2.85360 -0.63530 -0.43450 -0.306 -0.219 -0.075
H -4.57660 -2.16150 4.16470 0.028 -0.117 -0.025
N -1.72180 -1.38410 -0.17670 0.084 0.458 0.082
C -4.89350 1.23030 4.80180 0.077 -0.117 -0.055
N -0.02450 0.00580 -1.77710 0.124 -0.054 -0.849
Co -0.03150 -0.09040 -0.10080 -0.578 0.187 0.900
C 1.36740 -0.17650 2.23870 -1.178 -0.052 0.852
H 0.26400 -0.32160 -6.94610 0.050 -0.018 -0.156
H -4.53300 2.12950 4.30760 0.025 0.144 -0.009
S 1.61630 -0.22520 3.95890 -0.445 0.112 -0.600
C 1.57350 -2.10690 -2.85750 -0.021 0.048 0.003
H -4.02980 -3.43400 -0.81600 0.246 0.075 0.074
```
Forces are in eV/Å.